No. 1
Entry from OMol25: C6H8N2O2S as an isolated structure (ωB97M-V with the def2-TZVPD basis set).

Values from the calculation:
* total charge: 0
* largest force on an atom: 4.6 eV/Å
* LUMO: 0.526 eV
* highest occupied orbital energy: -8.0 eV

Each line ends with the Löwdin charge.
CARTESIAN COORDINATES (ANGSTROEM)
C -2.547 0.160 -0.062  -0.009
C -1.731 1.253 -0.020  -0.041
C -0.586 -1.225 0.636  -0.014
C -1.942 -1.044 0.319  -0.297
C -0.350 1.189 0.093  -0.368
C 0.215 -0.064 0.381  -0.108
N 2.919 -1.374 0.296  -0.435
N 2.837 0.710 -1.022  -0.227
O -2.829 -2.137 0.346  -0.005
O 0.502 2.239 -0.013  -0.004
S 2.479 0.113 0.583  0.918
H -3.560 0.313 -0.402  0.124
H -2.197 2.073 -0.325  0.069
H -0.026 -2.101 0.890  0.095
H 2.857 -1.775 1.299  -0.004
H 3.168 1.651 -1.173  0.037
H 3.064 0.026 -1.718  0.034
H -2.320 -2.984 0.353  0.113
H 0.049 2.977 -0.462  0.122


No. 2
Entry from OMol25: a 2-piece molecular cluster, C5H8N2 overall (ωB97M-V with the def2-TZVPD basis set).

Values from the calculation:
* total charge: 0
* structure (SMILES): C=NN=C.C=C=C
* largest force on an atom: 2.0 eV/Å
* LUMO: 1.034 eV
* highest occupied orbital energy: -9.2 eV

Each line ends with the Löwdin charge.
CARTESIAN COORDINATES (ANGSTROEM)
C -0.453 0.677 -2.117  -0.034
N -1.354 0.993 -1.295  -0.061
N -1.426 0.918 -0.031  -0.071
C -2.031 0.115 0.731  -0.047
H 0.437 0.112 -1.860  0.053
H -0.567 1.013 -3.132  0.054
H -2.089 0.366 1.776  0.059
H -2.490 -0.809 0.395  0.067
C 1.192 -1.698 0.404  -0.012
C 1.428 -0.486 0.798  -0.218
C 1.662 0.727 1.178  -0.009
H 1.976 -2.421 0.282  0.053
H 0.193 -2.036 0.191  0.048
H 1.665 1.019 2.216  0.060
H 1.856 1.509 0.465  0.059


- Which formula does entry 1 have?
  C6H8N2O2S